A) Computed, not measured: a 2-piece molecular cluster, C3H9NO3 overall, with wB97M-V/def2-TZVPD.

Geometry as XYZ:
```
16
Properties=species:S:1:pos:R:3
O -0.719 -1.017 -1.254
C -0.076 -0.621 -0.318
C -0.338 0.608 0.508
C -0.044 1.983 -0.123
O -0.104 3.001 0.856
N -1.767 0.644 0.906
H 0.712 -1.363 0.009
H 0.408 0.649 1.293
H -0.744 2.185 -0.958
H 0.969 1.845 -0.516
H -0.697 3.646 0.474
H -1.876 0.210 1.819
H -2.295 0.043 0.278
H 1.956 -3.216 -0.501
H 2.713 -4.255 -1.406
O 2.540 -3.969 -0.503
```

Properties
Kohn-Sham gap (Eh): 0.37963
SMILES: N[C@@H](C=O)CO.O



B) Computed, not measured: a 3-piece molecular cluster, C3H9NO3 overall, with wB97M-V/def2-TZVPD.

Geometry as XYZ:
```
16
Properties=species:S:1:pos:R:3
O 0.181 2.056 -0.679
C -0.133 1.612 -1.814
C -0.728 0.307 -1.953
C 1.026 -1.581 1.537
O -0.282 -1.189 1.086
N -0.949 -0.639 -0.977
H -0.036 2.361 -2.609
H -0.722 0.007 -3.008
H 0.992 -2.684 1.723
H 1.385 -0.999 2.433
H 1.812 -1.370 0.798
H -0.448 -0.419 -0.121
H -1.907 -0.975 -1.069
H -0.077 0.400 1.523
H 0.001 1.840 1.176
O -0.115 1.276 1.955
```

Properties
Kohn-Sham gap (Eh): 0.19076



C) Computed, not measured: a 2-piece molecular cluster, C3H9NO3 overall, with wB97M-V/def2-TZVPD.

Geometry as XYZ:
```
16
Properties=species:S:1:pos:R:3
O 0.428 0.416 -3.193
O -0.578 -1.282 -1.870
C 0.055 -0.089 -2.126
N -0.631 -0.084 0.255
C -0.264 0.675 1.431
C 0.170 0.551 -0.796
H -0.655 -1.170 -0.883
H -1.637 0.069 0.110
H 0.769 0.371 1.671
H -0.902 0.476 2.308
H -0.273 1.759 1.227
H -0.313 1.512 -1.062
H 1.236 0.758 -0.582
O 0.803 -1.685 1.328
H 1.650 -1.186 1.277
H 0.141 -1.091 0.906
```

Properties
Kohn-Sham gap (Eh): 0.40491
SMILES: CNCC(=O)O.O



Ranked by calculated energy, most stable first: A), C), B).



A) Computed, not measured: C3H9NO3 as an isolated structure, with wB97M-V/def2-TZVPD.

Geometry as XYZ:
```
16
Properties=species:S:1:pos:R:3
H -1.623 -0.140 0.987
O -0.999 0.273 2.033
O -1.950 -0.874 0.149
H -0.130 0.292 1.373
H -1.256 1.223 1.925
C -1.251 -0.657 -0.919
O -1.369 -1.262 -1.972
C -0.305 0.518 -0.942
H 0.210 0.683 -1.895
N 0.710 0.384 0.151
H 1.167 1.299 0.299
H -0.803 1.494 -0.804
C 1.786 -0.621 -0.025
H 2.282 -0.703 0.952
H 1.200 -1.476 -0.373
H 2.333 -0.435 -0.939
```

Properties
Kohn-Sham gap (Eh): 0.36176



B) Computed, not measured: a 2-piece molecular cluster, C3H9NO3 overall, with wB97M-V/def2-TZVPD.

Geometry as XYZ:
```
16
Properties=species:S:1:pos:R:3
O 1.825 0.352 -0.739
C 1.471 -0.487 0.069
C 0.302 -0.225 1.111
C -0.992 0.274 0.366
O -1.667 1.347 0.925
N -0.036 -1.384 1.988
H 1.839 -1.537 -0.102
H 0.785 0.589 1.710
H -1.679 -0.622 0.344
H -0.879 0.439 -0.771
H -1.327 2.077 0.516
H 0.891 -2.042 2.185
H -0.195 -1.050 2.871
H -0.610 1.268 -3.282
H 0.592 0.479 -3.374
O -0.321 0.522 -3.816
```

Properties
Kohn-Sham gap (Eh): 0.38903
SMILES: N[C@@H](C=O)CO.O



Ranked by calculated energy, most stable first: A), B).



A) Computed, not measured: C4H9N3O in the gas phase, with wB97M-V/def2-TZVPD.

Geometry as XYZ:
```
17
Properties=species:S:1:pos:R:3
C -1.516 -0.603 -1.512
N -0.109 0.063 0.405
N 2.123 -0.316 0.828
C 1.031 -0.512 -0.052
C -1.394 -0.013 -0.146
N 2.513 1.039 1.002
C -2.438 0.433 0.546
O 1.160 -1.184 -1.050
H -0.023 0.560 1.281
H 2.887 -0.930 0.533
H 3.073 1.109 1.848
H 3.069 1.368 0.213
H -1.173 -1.636 -1.512
H -0.890 -0.058 -2.215
H -2.549 -0.565 -1.844
H -2.335 0.857 1.530
H -3.431 0.388 0.142
```

Properties
Kohn-Sham gap (Eh): 0.34459
SMILES: C=C(C)NC(=O)NN



B) Computed, not measured: C4H9N3O as an isolated structure, with wB97M-V/def2-TZVPD.

Geometry as XYZ:
```
17
Properties=species:S:1:pos:R:3
C 0.252 1.099 1.414
N 0.612 -0.286 1.393
C -0.278 -0.644 -0.412
N 0.726 -1.283 -1.137
C -0.039 1.239 -0.108
C -1.528 -1.109 -0.354
O 1.945 -0.318 1.071
N -1.030 2.029 -0.450
H 2.087 -1.235 0.774
H 0.414 -2.085 -1.669
H 1.325 -0.664 -1.669
H -1.533 1.661 -1.260
H 1.042 1.763 1.766
H -0.671 1.228 1.973
H 0.944 1.225 -0.615
H -1.984 -1.759 -1.095
H -2.284 -0.861 0.378
```

Properties
Kohn-Sham gap (alpha / beta) (Eh): 0.26192 / 0.25978



Ranked by calculated energy, most stable first: A), B).



A) Computed, not measured: C4H9N3O in the gas phase, with wB97M-V/def2-TZVPD.

Geometry as XYZ:
```
17
Properties=species:S:1:pos:R:3
C 2.558 0.355 0.036
C -0.604 -0.846 -0.718
O 1.193 0.313 0.394
N 0.356 0.232 -0.751
H 3.085 0.499 0.974
H 2.760 1.196 -0.636
H 2.885 -0.571 -0.436
H -0.825 -1.128 -1.751
H -0.091 -1.680 -0.208
C -1.716 -0.199 1.346
N -1.845 -0.455 -0.077
C 0.013 1.396 -1.274
N -0.166 2.403 -1.796
H -2.554 -1.156 -0.245
H -1.111 0.696 1.495
H -2.701 -0.024 1.760
H -1.236 -1.031 1.886
```

Properties
Kohn-Sham gap (Eh): 0.37899
SMILES: CNCN(C#N)OC



B) Computed, not measured: C4H9N3O in the gas phase, with wB97M-V/def2-TZVPD.

Geometry as XYZ:
```
17
Properties=species:S:1:pos:R:3
C 0.702 -0.623 1.625
C 1.163 -1.018 -0.770
N 0.257 -0.503 0.242
C -1.168 -0.718 -0.021
N -0.872 1.904 -1.211
C -1.062 1.432 0.050
N -1.821 0.386 0.380
O -1.607 -1.663 -0.647
H -0.862 1.222 -1.959
H -0.361 2.763 -1.349
H -0.969 2.225 0.806
H 0.421 -1.597 2.036
H 1.784 -0.495 1.699
H 0.881 -0.595 -1.738
H 2.200 -0.775 -0.524
H 1.080 -2.105 -0.844
H 0.233 0.161 2.224
```

Properties
Kohn-Sham gap (Eh): 0.34026
SMILES: CN(C)C(=O)/N=C\N



C) Computed, not measured: C4H9N3O in the gas phase, with wB97M-V/def2-TZVPD.

Geometry as XYZ:
```
17
Properties=species:S:1:pos:R:3
C 0.466 -0.863 -0.308
C -0.212 -1.843 0.604
C 0.676 0.582 -0.232
C -0.679 1.210 0.341
N -0.844 2.438 -0.237
N 1.154 -1.399 -1.341
N -1.400 0.761 1.298
O 1.390 1.190 -1.078
H 1.220 0.012 0.771
H -1.443 3.124 0.190
H -0.062 2.786 -0.777
H 1.690 -0.743 -1.901
H 1.318 -2.390 -1.408
H -2.095 1.427 1.633
H -0.549 -1.369 1.520
H -1.075 -2.247 0.066
H 0.446 -2.677 0.858
```

Properties
Kohn-Sham gap (Eh): 0.33486



D) Computed, not measured: a 2-piece molecular cluster, C4H9N3O overall, with wB97M-V/def2-TZVPD.

Geometry as XYZ:
```
17
Properties=species:S:1:pos:R:3
C -1.602 -0.864 -0.707
C 0.684 0.119 -0.224
C -0.556 -0.547 0.318
N 1.194 -0.501 -1.398
C -0.729 -0.736 1.620
O 1.671 0.392 0.695
H 1.210 -1.512 -1.330
H 2.112 -0.155 -1.643
H -1.919 0.040 -1.228
H -1.201 -1.548 -1.455
H -2.474 -1.319 -0.243
H 0.048 -0.523 2.337
H -1.639 -1.166 2.007
N 0.405 2.863 -0.152
N 1.060 2.933 0.758
H 1.450 1.282 1.188
H 0.287 1.245 -0.544
```

Properties
Kohn-Sham gap (Eh): 0.36369
SMILES: C=C(C)[C@H](N)O.N#N



Ranked by calculated energy, most stable first: D), B), C), A).



A) Computed, not measured: C4H9N3O in the gas phase, with wB97M-V/def2-TZVPD.

Geometry as XYZ:
```
17
Properties=species:S:1:pos:R:3
C -1.119 0.196 -0.640
C 0.347 -1.139 0.718
C 0.897 0.249 1.192
C 1.441 0.742 -0.257
H -2.420 -1.384 -0.628
H -2.976 0.225 -0.278
H -0.308 1.381 -1.765
H -0.372 -1.592 1.592
H 1.178 -1.898 0.565
H 1.909 0.312 1.851
H 0.147 0.934 1.677
H 2.603 0.501 -0.235
H 1.121 1.844 -0.506
N -2.190 -0.518 -0.101
N -1.198 1.362 -1.142
N -0.112 -0.982 -0.707
O 1.054 -0.232 -1.338
```

Properties
Kohn-Sham gap (Eh): 0.38383
SMILES: [H]/N=C(/N)N1CCCO1



B) Computed, not measured: C4H9N3O as an isolated structure, with wB97M-V/def2-TZVPD.

Geometry as XYZ:
```
17
Properties=species:S:1:pos:R:3
C -1.351 1.737 1.645
C -0.385 -1.240 0.566
C -0.229 0.453 -1.205
C 1.682 -0.772 -1.715
H -0.115 2.351 1.648
H -2.334 2.535 1.632
H -1.231 0.837 2.428
H -0.615 -2.061 -0.340
H 0.742 -1.306 0.902
H -1.084 -1.321 1.436
H -0.971 1.243 -1.602
H 1.678 -1.629 -2.429
H 3.144 -1.605 -0.793
N -0.640 0.211 0.077
N 0.721 0.089 -2.015
N 2.671 -0.531 -0.754
O -1.683 1.011 0.520
```

Properties
Kohn-Sham gap (Eh): 0.34989



C) Computed, not measured: C4H9N3O as an isolated structure, with wB97M-V/def2-TZVPD.

Geometry as XYZ:
```
17
Properties=species:S:1:pos:R:3
C -1.498 0.650 -0.469
C -0.224 -0.895 1.774
C -0.329 0.649 -1.324
N 2.143 -0.812 -0.822
C -0.813 1.205 0.781
O 1.220 0.140 -0.384
N -0.047 0.530 1.590
N -0.105 0.872 -2.528
H 2.756 -1.001 -0.026
H 1.609 -1.658 -1.036
H 0.896 0.927 -2.743
H -2.275 1.336 -0.813
H -1.885 -0.360 -0.328
H -0.678 2.289 0.771
H -0.725 -1.447 0.973
H -0.805 -1.068 2.686
H 0.759 -1.357 1.898
```

Properties
Kohn-Sham gap (alpha / beta) (Eh): 0.31435 / 0.31436



D) Computed, not measured: C4H9N3O in the gas phase, with wB97M-V/def2-TZVPD.

Geometry as XYZ:
```
17
Properties=species:S:1:pos:R:3
C 1.402 0.941 0.724
N 0.754 -0.285 0.303
C 1.513 -1.354 -0.027
O 2.719 -1.360 -0.095
H -0.325 0.504 -1.715
H 0.897 -2.237 -0.264
H 1.268 1.739 -0.018
H 2.468 0.732 0.826
H 1.009 1.278 1.679
C -1.683 -0.260 -0.432
C -0.676 -0.492 0.638
N -1.268 0.117 -1.716
N -1.558 0.614 0.808
H -1.936 0.708 -2.196
H -1.158 1.517 0.575
H -2.592 -0.852 -0.427
H -0.834 -1.309 1.338
```

Properties
Kohn-Sham gap (Eh): 0.36018
SMILES: CN(C=O)[C@H]1N[C@H]1N



Ranked by calculated energy, most stable first: D), A), C), B).



A) Computed, not measured: C4H9N3O as an isolated structure, with wB97M-V/def2-TZVPD.

Geometry as XYZ:
```
17
Properties=species:S:1:pos:R:3
C -3.070 0.882 -0.067
C 0.641 -1.770 0.158
C 0.930 0.567 -0.457
C 2.435 0.481 -0.025
H -3.450 1.630 0.962
H -3.383 -0.195 0.157
H -3.340 1.543 -0.837
H 1.400 -1.866 1.242
H 1.451 -2.340 -0.763
H -0.105 -2.524 0.422
H 2.933 1.732 -0.037
H 2.565 0.313 1.071
H 3.164 -0.236 -0.589
N -1.691 0.926 -0.064
N -1.289 -0.229 0.060
N 0.171 -0.419 0.031
O 0.638 1.506 -1.262
```

Properties
Kohn-Sham gap (Eh): 0.35922



B) Computed, not measured: C4H9N3O in the gas phase, with wB97M-V/def2-TZVPD.

Geometry as XYZ:
```
17
Properties=species:S:1:pos:R:3
C -0.266 0.333 1.075
C -0.479 -0.516 -1.223
C 0.457 -0.446 0.052
N -0.123 1.740 0.871
N -1.062 0.658 -1.602
C 1.571 -1.150 0.090
O 0.445 -0.009 2.398
N -0.528 -1.625 -1.835
H 0.359 -0.949 2.587
H -1.325 0.053 1.165
H -0.587 2.250 1.614
H 0.864 1.979 0.904
H -1.484 0.721 -2.515
H -0.870 1.490 -1.063
H -0.994 -1.584 -2.741
H 1.865 -1.728 -0.769
H 2.158 -1.215 0.992
```

Properties
Kohn-Sham gap (Eh): 0.36436
SMILES: [H]/N=C(\N)C(=C)[C@H](N)O



Ranked by calculated energy, most stable first: B), A).



A) Computed, not measured: BrHf as an isolated structure, with wB97M-V/def2-TZVPD.

Geometry as XYZ:
```
2
Properties=species:S:1:pos:R:3
Hf 1.282 0.443 -0.292
Br -1.282 -0.443 0.292
```

Properties
Kohn-Sham gap (Eh): 0.24403
Charge: +3



B) Computed, not measured: BrHf as an isolated structure, with wB97M-V/def2-TZVPD.

Geometry as XYZ:
```
2
Properties=species:S:1:pos:R:3
Hf -14.331 13.495 -10.343
Br -14.404 16.156 -10.059
```

Properties
Kohn-Sham gap (Eh): 0.25821
Charge: +3



C) Computed, not measured: BrHf as an isolated structure, with wB97M-V/def2-TZVPD.

Geometry as XYZ:
```
2
Properties=species:S:1:pos:R:3
Hf -0.862 2.256 -0.210
Br 0.862 -2.256 0.210
```

Properties
Kohn-Sham gap (Eh): 0.17559
Charge: +3



Ranked by calculated energy, most stable first: B), A), C).



A) Computed, not measured: a 2-piece molecular cluster, C2H11N2O overall, with wB97M-V/def2-TZVPD.

Geometry as XYZ:
```
16
Properties=species:S:1:pos:R:3
C -0.837 -0.676 -0.894
N 0.093 -0.013 -1.826
C 0.011 -1.277 0.228
N 0.929 -0.195 0.737
H -1.679 -0.140 -0.478
H -1.370 -1.528 -1.346
H -0.454 0.572 -2.460
H 0.439 -0.651 -2.537
H -0.559 -1.708 1.029
H 0.641 -2.094 -0.219
H 1.451 -0.591 1.526
H 0.338 0.499 1.243
H 1.501 0.157 -0.028
H 0.263 2.730 1.041
H -0.656 2.751 2.259
O -0.111 2.165 1.725
```

Properties
Kohn-Sham gap (Eh): 0.41463
Charge: +1



B) Computed, not measured: a 2-piece molecular cluster, C2H11N2O overall, with wB97M-V/def2-TZVPD.

Geometry as XYZ:
```
16
Properties=species:S:1:pos:R:3
C 0.819 -1.297 -2.193
N -0.246 -1.201 -1.139
H 0.506 -1.870 -3.052
H 1.706 -1.712 -1.738
H 1.075 -0.289 -2.494
H -1.190 -1.224 -1.530
H -0.217 -2.027 -0.541
H -0.171 -0.344 -0.548
N -0.886 1.230 0.197
C -0.556 0.809 1.568
O 0.792 0.542 1.583
H -0.202 1.870 -0.196
H -1.800 1.658 0.202
H -1.207 -0.047 1.779
H -0.875 1.573 2.278
H 1.212 0.770 2.422
```

Properties
Kohn-Sham gap (Eh): 0.39420
Charge: +1



Ranked by calculated energy, most stable first: A), B).